The following is a quantum chemistry calculation of a molecular structure, C40H45AuBrNO3Si2, from the OMol25 dataset.

Structure (ORCA input):
```
! wB97M-V def2-TZVPD RIJCOSX def2/J DEFGRID3
* xyz -2 1
Au -0.223 0.358 -0.357
C 4.045 1.214 -1.915
Si 2.788 -0.156 -1.534
C 3.682 -1.821 -1.673
C 1.603 -0.140 -2.993
N 1.975 0.051 -0.047
C 2.587 -0.073 1.164
C 3.982 -0.184 1.342
C 4.589 -0.305 2.588
C 3.830 -0.315 3.742
C 2.442 -0.212 3.622
C 1.845 -0.108 2.385
O 0.493 -0.004 2.226
C -0.388 -0.087 3.258
C -1.155 1.040 3.521
C -2.137 0.975 4.499
C -2.349 -0.201 5.207
C -1.581 -1.325 4.919
C -0.602 -1.280 3.939
H 4.487 1.075 -2.907
H 4.853 1.272 -1.184
H 3.525 2.176 -1.905
H 4.037 -1.978 -2.697
H 2.972 -2.618 -1.434
H 4.534 -1.924 -0.998
H 2.169 -0.330 -3.912
H 1.090 0.818 -3.091
H 0.839 -0.912 -2.880
H 4.616 -0.165 0.465
H 5.670 -0.386 2.642
H 4.289 -0.402 4.720
H 1.816 -0.218 4.506
H -0.974 1.916 2.906
H -2.750 1.847 4.700
H -3.122 -0.250 5.966
H -1.763 -2.254 5.447
H -0.031 -2.153 3.651
C -1.952 3.873 -0.575
C -0.477 3.513 -0.782
C -0.273 3.315 -2.304
C -0.027 2.353 0.118
C 0.409 4.678 -0.317
C 1.746 4.755 -0.718
C 2.585 5.768 -0.281
C 2.111 6.748 0.582
C 0.792 6.687 0.999
C -0.042 5.666 0.557
H -2.585 3.081 -0.966
H -2.223 4.803 -1.089
H -2.180 3.961 0.488
H -0.877 2.470 -2.629
H 0.763 3.068 -2.537
H -0.559 4.203 -2.885
H 1.071 2.354 0.033
H 2.147 3.989 -1.367
H 3.618 5.782 -0.607
H 2.766 7.539 0.932
H 0.404 7.432 1.686
H -1.061 5.637 0.914
C -3.173 1.043 -2.564
Si -2.486 0.332 -0.931
C -3.597 0.983 0.461
C -3.000 -1.504 -1.102
C -3.237 -2.298 0.025
C -3.556 -3.644 -0.081
C -3.649 -4.244 -1.331
C -3.420 -3.479 -2.466
C -3.106 -2.131 -2.346
H -4.179 0.638 -2.712
H -2.559 0.748 -3.418
H -3.242 2.130 -2.573
H -4.608 1.199 0.098
H -3.175 1.885 0.904
H -3.676 0.241 1.258
H -3.111 -1.875 1.016
H -3.695 -4.235 0.817
H -3.874 -5.301 -1.416
H -3.471 -3.937 -3.448
H -2.913 -1.562 -3.249
Br -0.923 -5.630 1.823
C -0.333 -5.444 0.020
C -0.237 -6.639 -0.685
C 0.160 -6.635 -2.011
C 0.454 -5.429 -2.631
C 0.342 -4.249 -1.918
C -0.047 -4.220 -0.577
C -0.157 -2.839 0.100
O -0.276 -2.790 1.322
O -0.147 -1.891 -0.736
H -0.480 -7.567 -0.184
H 0.234 -7.571 -2.552
H 0.762 -5.406 -3.670
H 0.540 -3.293 -2.381
*
```

Calculated values
HOMO-LUMO gap ... 4.6751 eV
Total energy ... -139334.931 eV
Relative energy (zero: lowest compared OMol25 entry of this formula, charge and spin) ... 21.2 kcal per mole
Maximum force ... 0.4 eV/A

---

The following is a quantum chemistry calculation of a molecular structure, C40H45BNO5TeTl at a distorted geometry, from the OMol25 dataset.

Structure (ORCA input):
```
! wB97M-V def2-TZVPD RIJCOSX def2/J DEFGRID3
* xyz -1 2
Tl -0.879 -1.353 1.287
C -2.120 -2.707 -2.696
C -1.338 -3.344 -1.576
C -1.967 -4.059 -0.561
C -1.224 -4.636 0.463
C 0.157 -4.499 0.486
C 0.795 -3.791 -0.527
C 0.052 -3.225 -1.550
H -1.858 -3.164 -3.653
H -1.890 -1.641 -2.765
H -3.194 -2.821 -2.545
H -3.046 -4.162 -0.559
H -1.732 -5.176 1.252
H 0.734 -4.936 1.292
H 1.871 -3.670 -0.517
H 0.556 -2.662 -2.327
C -1.181 0.918 3.962
O -1.360 1.087 2.560
C -2.576 1.723 2.242
C -2.665 1.865 0.741
O -2.784 0.624 0.067
C -4.069 0.044 0.140
H -1.157 1.896 4.458
H -0.231 0.405 4.089
H -1.986 0.308 4.382
H -2.611 2.723 2.696
H -3.420 1.140 2.633
H -1.738 2.309 0.384
H -3.507 2.521 0.481
H -4.831 0.739 -0.234
H -4.330 -0.259 1.160
H -4.050 -0.844 -0.491
C 4.463 2.240 -7.056
C 3.856 1.834 -5.737
C 2.805 0.934 -5.673
C 2.253 0.535 -4.453
C 1.143 -0.497 -4.509
C 2.736 1.057 -3.240
Te 2.128 0.096 -1.279
N 1.475 -0.537 0.863
C 1.796 -0.675 2.118
O 1.004 -1.070 3.038
C 3.208 -0.338 2.548
C 3.414 0.191 3.818
C 4.693 0.506 4.253
C 5.785 0.295 3.419
C 5.588 -0.250 2.157
C 4.306 -0.561 1.723
C 1.403 1.986 -0.646
C 2.005 2.568 0.468
C 1.594 3.802 0.949
C 0.561 4.474 0.313
C -0.059 3.892 -0.784
C 0.342 2.649 -1.278
C -0.387 2.054 -2.454
C 3.805 1.975 -3.312
C 4.406 2.590 -2.068
C 4.343 2.345 -4.541
H 3.962 1.742 -7.887
H 5.523 1.979 -7.096
H 4.386 3.319 -7.210
H 2.408 0.515 -6.595
H 0.501 -0.331 -5.377
H 0.535 -0.471 -3.606
H 1.566 -1.503 -4.596
H 2.556 0.343 4.461
H 4.843 0.913 5.246
H 6.785 0.545 3.752
H 6.433 -0.431 1.504
H 4.147 -0.979 0.739
H 2.808 2.039 0.971
H 2.081 4.238 1.813
H 0.231 5.443 0.670
H -0.886 4.405 -1.264
H -1.229 2.683 -2.748
H -0.766 1.063 -2.191
H 0.285 1.946 -3.307
H 4.284 1.927 -1.214
H 3.912 3.535 -1.823
H 5.470 2.793 -2.209
H 5.179 3.041 -4.566
O -3.939 -3.335 2.526
B -2.996 -2.311 2.827
O -3.678 -1.375 3.665
C -4.950 -1.839 3.860
C -5.978 -1.278 4.585
C -7.192 -1.969 4.608
C -7.353 -3.159 3.909
C -6.308 -3.707 3.161
C -5.109 -3.029 3.164
H -5.842 -0.340 5.107
H -8.021 -1.569 5.177
H -8.308 -3.669 3.939
H -6.431 -4.621 2.596
*
```

Calculated values
HOMO-LUMO gap (spin up / spin down) ... 5.8485 / 5.9059 eV
Expectation value of S² ... 0.78
Total energy ... -66601.633 eV
Relative energy (zero: lowest compared OMol25 entry of this formula, charge and spin) ... 39.5 kcal per mole
Maximum force ... 1.1 eV/A

---

The following is a quantum chemistry calculation of a molecular structure, C40H45IrN9OPS at a distorted geometry, from the OMol25 dataset.

Structure (ORCA input):
```
! wB97M-V def2-TZVPD RIJCOSX def2/J DEFGRID3
* xyz 1 2
Ir -0.201 1.540 -0.975
C 2.829 4.747 0.315
C 2.285 3.890 -0.572
N 1.877 2.589 -0.164
C 1.644 2.505 1.251
C 2.372 3.399 2.064
N 3.025 4.449 1.637
C 0.491 1.884 1.801
C 0.344 1.630 3.180
C -0.901 1.486 3.721
C -2.007 1.566 2.853
C -1.796 1.583 1.503
N -0.574 1.711 0.996
C -2.869 1.397 0.508
C -4.201 1.156 0.841
N -5.145 0.946 -0.068
C -4.781 0.986 -1.338
C -3.460 1.198 -1.687
N -2.518 1.385 -0.769
C -1.085 1.247 5.176
C -2.187 0.543 5.647
C -2.328 0.338 7.012
N -1.442 0.766 7.911
C -0.378 1.431 7.457
C -0.163 1.697 6.113
H 3.171 5.723 -0.014
H 2.231 4.088 -1.632
H 2.358 3.261 3.143
H 1.219 1.564 3.812
H -3.014 1.594 3.241
H -4.508 1.116 1.879
H -5.550 0.835 -2.087
H -3.159 1.213 -2.727
H -2.922 0.130 4.965
H -3.187 -0.197 7.405
H 0.332 1.766 8.206
H 0.706 2.274 5.813
S 4.203 0.560 -2.605
C 4.813 0.609 -1.020
C 3.948 1.213 -0.173
C 2.754 1.632 -0.823
C 2.735 1.351 -2.158
C 1.750 1.606 -3.227
C 2.178 1.816 -4.538
C 1.263 2.039 -5.547
C -0.084 2.037 -5.236
C -0.443 1.801 -3.929
N 0.442 1.586 -2.946
H 5.790 0.199 -0.803
H 4.141 1.384 0.880
H 3.238 1.825 -4.751
H 1.600 2.231 -6.558
H -0.843 2.225 -5.982
H -1.483 1.790 -3.636
O -0.751 5.802 -0.663
C -0.665 4.639 -0.922
N -0.562 3.485 -1.211
C -2.763 -2.303 -0.772
C -1.545 -2.523 -1.683
C -1.513 -3.993 -2.107
C -1.720 -1.620 -2.917
P 0.005 -1.956 -0.749
N 0.083 -0.379 -0.809
C 1.544 -2.663 -1.589
C 1.742 -4.176 -1.422
C 1.423 -2.315 -3.082
C 2.780 -1.928 -1.043
C -0.043 -2.606 1.033
C 1.342 -2.345 1.648
C -1.035 -1.775 1.847
C -0.399 -4.094 1.146
H -3.671 -2.414 -1.372
H -2.764 -1.305 -0.344
H -2.815 -3.037 0.030
H -2.488 -4.244 -2.537
H -1.343 -4.665 -1.265
H -0.763 -4.191 -2.872
H -2.749 -1.719 -3.283
H -1.054 -1.887 -3.735
H -1.547 -0.577 -2.660
H 0.872 -4.759 -1.722
H 2.001 -4.438 -0.396
H 2.580 -4.485 -2.056
H 0.688 -2.936 -3.594
H 2.388 -2.492 -3.565
H 1.165 -1.260 -3.219
H 3.202 -2.414 -0.166
H 2.549 -0.891 -0.792
H 3.553 -1.925 -1.812
H 1.699 -1.337 1.411
H 2.082 -3.075 1.323
H 1.263 -2.420 2.736
H -0.821 -0.719 1.713
H -0.906 -2.016 2.908
H -2.077 -1.962 1.592
H 0.228 -4.731 0.525
H -1.444 -4.284 0.890
H -0.259 -4.407 2.186
*
```

Calculated values
HOMO-LUMO gap (spin up / spin down) ... 5.9682 / 5.4127 eV
Expectation value of S² ... 0.80
Total energy ... -80624.828 eV
Relative energy (zero: lowest compared OMol25 entry of this formula, charge and spin) ... 64.3 kcal per mole
Maximum force ... 2.5 eV/A

---

The following is a quantum chemistry calculation of 7 unconnected molecules or ions with the total composition C40H45N3O5 at a distorted geometry, from the OMol25 dataset.

Structure (ORCA input):
```
! wB97M-V def2-TZVPD RIJCOSX def2/J DEFGRID3
* xyz 0 1
C 35.526 13.510 -14.648
C 36.940 13.795 -14.201
C 37.797 12.568 -14.495
O 39.107 12.793 -14.041
C 39.940 11.665 -14.230
N 37.542 14.976 -14.855
H 35.036 12.702 -14.100
H 35.478 13.167 -15.690
H 34.926 14.420 -14.617
H 37.023 13.893 -13.111
H 37.839 12.493 -15.605
H 37.378 11.604 -14.184
H 40.727 11.672 -13.483
H 40.379 11.647 -15.238
H 39.350 10.740 -14.222
H 37.893 15.602 -14.136
H 38.429 14.626 -15.214
C 30.642 14.958 -18.438
C 31.655 14.866 -19.381
C 32.909 14.387 -19.029
C 33.110 13.944 -17.734
C 32.118 14.098 -16.757
C 30.893 14.622 -17.111
H 29.651 15.285 -18.721
H 31.469 15.088 -20.426
H 33.719 14.233 -19.732
H 34.050 13.544 -17.371
H 32.386 13.761 -15.764
H 30.056 14.669 -16.424
C 33.106 9.896 -18.045
C 34.190 9.888 -17.182
C 34.001 10.179 -15.840
C 32.735 10.571 -15.391
C 31.619 10.365 -16.186
C 31.833 10.154 -17.546
H 33.162 9.654 -19.098
H 35.186 9.629 -17.527
H 34.804 10.257 -15.119
H 32.742 10.859 -14.344
H 30.592 10.412 -15.851
H 30.970 10.002 -18.185
C 43.543 12.477 -15.321
C 43.178 11.283 -15.932
C 42.829 11.300 -17.272
C 42.703 12.488 -17.973
C 42.969 13.679 -17.311
C 43.383 13.683 -15.991
H 43.805 12.498 -14.269
H 43.241 10.374 -15.347
H 42.607 10.362 -17.771
H 42.448 12.499 -19.024
H 42.848 14.625 -17.827
H 43.566 14.630 -15.500
C 41.381 16.112 -10.703
C 40.575 14.989 -10.636
C 41.004 13.781 -11.170
C 42.160 13.763 -11.934
C 42.938 14.904 -12.074
C 42.570 16.069 -11.433
H 41.017 17.026 -10.251
H 39.645 15.047 -10.084
H 40.360 12.913 -11.122
H 42.500 12.824 -12.353
H 43.877 14.830 -12.610
H 43.133 16.984 -11.575
C 39.464 10.293 -18.600
C 39.288 11.628 -18.256
C 38.263 12.360 -18.839
C 37.505 11.782 -19.848
C 37.711 10.468 -20.225
C 38.727 9.733 -19.635
N 36.498 12.577 -20.552
O 35.969 12.084 -21.527
O 36.222 13.670 -20.095
H 40.279 9.734 -18.156
H 39.868 12.067 -17.456
H 38.112 13.403 -18.593
H 37.029 9.997 -20.920
H 38.939 8.746 -20.024
C 35.704 17.866 -18.444
C 35.313 17.010 -17.427
C 35.676 17.264 -16.121
C 36.415 18.406 -15.845
C 36.777 19.283 -16.848
C 36.434 19.023 -18.162
N 36.952 18.657 -14.507
O 37.372 19.779 -14.281
O 37.046 17.733 -13.718
H 35.450 17.655 -19.475
H 34.800 16.090 -17.678
H 35.372 16.691 -15.257
H 37.336 20.180 -16.623
H 36.585 19.733 -18.963
*
```

Calculated values
HOMO-LUMO gap ... 8.4998 eV
Total energy ... -56910.936 eV
SMILES ... O=[N+]([O-])c1ccccc1.O=[N+]([O-])c1ccccc1.COC[C@H](C)N.c1ccccc1.c1ccccc1.c1ccccc1.c1ccccc1
Relative energy (zero: lowest compared OMol25 entry of this formula, charge and spin) ... 47.2 kcal per mole
Maximum force ... 1.8 eV/A

---

The following is a quantum chemistry calculation of a molecular structure, C40H46BrN3NiOP2, from the OMol25 dataset.

Structure (ORCA input):
```
! wB97M-V def2-TZVPD RIJCOSX def2/J DEFGRID3
* xyz 0 3
Ni 0.140 -0.032 0.164
Br 1.168 6.472 3.462
C 1.334 4.800 2.576
C 2.220 4.683 1.490
C 2.356 3.498 0.829
C 1.592 2.345 1.191
O 1.712 1.259 0.540
C 0.725 2.482 2.326
C 0.006 1.370 2.847
N -0.084 0.202 2.291
C -0.744 -0.826 2.959
C -0.895 -0.945 4.323
C -1.584 -2.037 4.878
C -2.101 -3.026 4.090
C -1.933 -2.968 2.687
C -2.402 -3.968 1.808
C -2.179 -3.844 0.466
C -1.486 -2.711 -0.004
N -1.049 -1.763 0.787
C -1.255 -1.868 2.122
C 0.616 3.718 2.996
H 2.792 5.549 1.182
H 3.024 3.396 -0.016
H -0.513 1.554 3.792
H -0.460 -0.214 4.990
H -1.691 -2.090 5.954
H -2.623 -3.870 4.522
H -2.929 -4.824 2.211
H -2.520 -4.590 -0.238
H -1.305 -2.578 -1.065
H -0.048 3.800 3.849
C 1.641 -4.292 -0.377
C 2.115 -3.132 -1.255
C 1.305 -3.035 -2.546
P 2.096 -1.517 -0.333
C 3.445 -1.653 0.932
C 4.527 -2.699 0.667
C 2.836 -1.826 2.322
C 2.703 -0.380 -1.610
C 4.040 -0.189 -1.923
C 4.426 0.732 -2.886
C 3.445 1.474 -3.532
C 2.108 1.303 -3.230
C 1.696 0.368 -2.266
N 0.391 0.233 -1.846
C -0.661 0.443 -2.693
C -0.615 0.198 -4.082
C -1.719 0.395 -4.882
C -2.927 0.845 -4.357
C -3.002 1.084 -2.996
C -1.904 0.891 -2.164
P -1.924 1.222 -0.388
C -1.745 3.064 -0.225
C -2.984 3.892 -0.543
C -0.574 3.499 -1.118
C -3.657 0.894 0.174
C -4.156 -0.510 -0.139
C -3.756 1.184 1.670
H 2.060 -5.236 -0.733
H 0.555 -4.385 -0.409
H 1.924 -4.177 0.669
H 3.157 -3.306 -1.540
H 0.271 -2.747 -2.352
H 1.296 -4.000 -3.058
H 1.724 -2.291 -3.222
H 3.904 -0.659 0.890
H 4.135 -3.715 0.749
H 5.325 -2.599 1.406
H 4.976 -2.599 -0.320
H 2.301 -2.774 2.413
H 2.135 -1.019 2.533
H 3.620 -1.817 3.083
H 4.801 -0.756 -1.402
H 5.472 0.876 -3.121
H 3.726 2.211 -4.274
H 1.369 1.921 -3.724
H 0.303 -0.165 -4.524
H -1.639 0.186 -5.943
H -3.787 0.995 -4.995
H -3.937 1.427 -2.567
H -1.454 3.226 0.816
H -3.334 3.688 -1.558
H -2.736 4.953 -0.491
H -3.809 3.712 0.149
H -0.890 3.518 -2.162
H 0.275 2.817 -1.044
H -0.238 4.498 -0.841
H -4.297 1.606 -0.361
H -3.593 -1.261 0.414
H -4.087 -0.741 -1.202
H -5.201 -0.600 0.165
H -3.177 0.454 2.242
H -4.795 1.120 2.001
H -3.385 2.178 1.926
*
```

Calculated values
HOMO-LUMO gap (spin up / spin down) ... 5.7693 / 5.6643 eV
Expectation value of S² ... 2.01
Total energy ... -178410.898 eV
Maximum force ... 0.5 eV/A